ORCA calculation (wB97M-V/def2-TZVPD) on a 2-piece molecular cluster, C4H12N2O overall in a non-equilibrium geometry.

Results
* ΔE to the lowest compared entry with this formula, charge and spin: 53.83 kcal per mole
* structure (SMILES): N/C=C/CCN.O
* LUMO energy: 0.654 eV
* Kohn-Sham gap: 8.780 eV
* net charge: 0
* maximum force: 2.69 eV Å⁻¹

Structure (XYZ):
```
19
C4H12N2O wB97M-V/def2-TZVPD
N -2.48 -0.17 0.24
C -1.19 0.20 0.64
C -0.04 0.09 -0.01
C 1.22 0.88 0.37
C 2.20 0.14 1.26
N 2.38 -1.34 1.05
H -3.19 -0.26 0.94
H -2.62 0.04 -0.74
H -1.24 0.82 1.55
H 0.07 -0.11 -1.11
H 0.90 1.78 0.91
H 1.74 1.21 -0.53
H 1.86 0.10 2.33
H 3.21 0.58 1.25
H 1.59 -1.77 1.53
H 2.17 -1.59 0.09
O -2.11 0.05 -2.98
H -1.91 0.17 -3.91
H -2.56 -0.79 -2.87
```

Löwdin population analysis, charges in e, atoms 1 to 6:
1. N 0.04
2. C -0.23
3. C -0.14
4. C -0.23
5. C -0.29
6. N -0.03

=====

ORCA calculation (wB97M-V/def2-TZVPD) on a 4-piece molecular cluster, C13H24Br6NO4 overall in a non-equilibrium geometry.

Results
* LUMO energy: 2.290 eV
* Kohn-Sham gap: 6.337 eV
* net charge: -1
* maximum force: 5.85 eV Å⁻¹

Structure (XYZ):
```
48
C13H24Br6NO4 wB97M-V/def2-TZVPD
C 5.22 0.33 1.33
C 4.46 0.43 -0.07
O 5.02 -0.16 -1.04
O 3.21 1.05 -0.30
C 3.19 2.43 0.16
C 1.66 2.69 0.68
C 1.54 1.86 2.08
N 0.22 1.16 2.19
C 0.13 0.00 1.24
C -1.18 0.07 0.32
O -2.35 0.36 0.76
O -1.00 -0.22 -1.04
H 6.33 0.60 1.15
H 4.75 1.00 2.15
H 5.15 -0.75 1.70
H 3.87 2.66 1.04
H 3.42 3.20 -0.65
H 0.95 2.24 -0.09
H 1.45 3.80 0.86
H 2.42 1.11 2.15
H 1.65 2.63 2.92
H 0.23 0.73 3.14
H 1.07 -0.05 0.57
H 0.06 -1.01 1.81
Br -3.20 -2.42 4.18
C -4.36 -1.59 2.85
C -5.81 -1.91 3.11
Br -6.25 -3.72 2.55
H -4.01 -1.93 1.88
H -4.17 -0.52 2.95
H -6.46 -1.26 2.52
H -6.08 -1.82 4.17
Br -2.90 -3.41 -0.39
C -4.34 -3.52 -1.70
C -4.99 -4.88 -1.68
Br -3.90 -6.21 -2.59
H -3.91 -3.26 -2.66
H -5.05 -2.74 -1.40
H -5.93 -4.86 -2.23
H -5.18 -5.25 -0.67
Br 1.63 4.52 -3.95
C 2.71 3.15 -4.83
C 3.51 2.36 -3.83
Br 5.06 3.38 -3.21
H 3.32 3.66 -5.57
H 1.99 2.50 -5.34
H 3.93 1.46 -4.28
H 2.95 2.08 -2.94
```

Löwdin population analysis, charges in e, atoms 1 to 6:
1. C -0.01
2. C -0.39
3. O 0.03
4. O -0.07
5. C -0.21
6. C -0.11

=====

ORCA calculation (wB97M-V/def2-TZVPD) on a 3-piece molecular cluster, C20H36NO7S overall in a non-equilibrium geometry.

Results
* LUMO energy: -4.091 eV
* Kohn-Sham gap: 8.194 eV
* net charge: +1
* maximum force: 5.28 eV Å⁻¹

Structure (XYZ):
```
65
C20H36NO7S wB97M-V/def2-TZVPD
C -2.76 5.56 0.48
O -3.88 4.81 -0.08
C -4.86 4.46 0.92
C -4.91 2.86 1.09
C -3.46 2.25 1.47
C -3.19 0.86 0.71
C -2.46 1.05 -0.73
C -3.61 1.44 -1.77
S -3.11 1.52 -3.55
C -1.30 1.10 -3.79
C -0.41 2.24 -4.38
C 1.09 1.76 -4.53
C 1.37 0.32 -4.07
N 0.52 -0.69 -3.58
C -0.84 -0.32 -3.43
H -2.65 5.37 1.62
H -2.80 6.67 0.24
H -1.81 5.10 0.02
H -4.77 5.02 1.91
H -5.89 4.76 0.48
H -5.40 2.37 0.18
H -5.62 2.63 1.98
H -2.59 2.97 1.33
H -3.51 2.00 2.60
H -2.52 0.21 1.38
H -4.18 0.30 0.57
H -1.60 1.81 -0.69
H -2.00 0.01 -0.95
H -4.05 2.47 -1.48
H -4.45 0.67 -1.67
H -3.86 0.53 -4.22
H -0.78 3.27 -4.67
H 1.91 2.47 -4.91
H 2.48 0.01 -4.16
H -1.62 -1.05 -3.00
C 3.72 -1.10 -0.98
C 3.04 0.24 -0.81
O 2.94 0.59 0.58
C 4.07 1.04 1.14
O 5.14 1.18 0.59
O 3.82 1.29 2.44
C 4.98 1.68 3.19
H 3.21 -1.87 -0.38
H 3.71 -1.41 -2.03
H 4.75 -1.07 -0.64
H 2.01 0.18 -1.19
H 3.55 1.03 -1.37
H 5.49 2.52 2.72
H 5.65 0.83 3.29
H 4.65 1.98 4.18
C 2.57 -7.76 2.29
C 2.92 -6.47 3.02
O 2.85 -5.34 2.13
C 1.61 -4.90 1.86
O 0.58 -5.36 2.29
O 1.71 -3.88 1.00
C 0.45 -3.38 0.55
H 3.19 -7.88 1.40
H 2.72 -8.62 2.94
H 1.53 -7.75 1.96
H 3.96 -6.53 3.37
H 2.29 -6.32 3.90
H -0.20 -3.13 1.38
H -0.02 -4.12 -0.10
H 0.64 -2.47 -0.03
```

Löwdin population analysis, charges in e, atoms 1 to 6:
1. C -0.11
2. O -0.25
3. C -0.22
4. C -0.17
5. C -0.18
6. C -0.19

=====

ORCA calculation (wB97M-V/def2-TZVPD) on an isolated molecule of C5H10OSi in a non-equilibrium geometry.

Results
* ΔE to the lowest compared entry with this formula, charge and spin: 10.83 kcal per mole
* structure (SMILES): C=C[Si@@H](O)C1CC1
* LUMO energy: 0.733 eV
* Kohn-Sham gap: 10.650 eV
* net charge: 0
* maximum force: 3.03 eV Å⁻¹

Structure (XYZ):
```
17
C5H10OSi wB97M-V/def2-TZVPD
C 2.62 -0.41 -0.14
C 1.97 0.61 0.35
Si 0.36 0.94 -0.51
O 0.57 0.92 -2.13
C -0.97 -0.03 0.30
C -1.19 -1.46 0.49
C -2.23 -0.61 -0.26
H 3.35 -1.10 0.23
H 2.09 -0.77 -0.98
H 2.23 1.11 1.30
H -0.17 2.32 -0.54
H 0.97 0.10 -2.46
H -1.11 0.48 1.17
H -1.50 -1.73 1.53
H -0.71 -2.15 -0.11
H -2.44 -0.80 -1.30
H -3.18 -0.44 0.29
```

Löwdin population analysis, charges in e, atoms 1 to 6:
1. C -0.07
2. C -0.21
3. Si 0.50
4. O -0.19
5. C -0.40
6. C -0.15

=====

ORCA calculation (wB97M-V/def2-TZVPD) on a 8-piece molecular cluster, C39H50BBr2NO21S2 overall in a non-equilibrium geometry.

Results
* LUMO energy: -2.897 eV
* Kohn-Sham gap: 6.298 eV
* net charge: 0
* maximum force: 4.38 eV Å⁻¹

Structure (XYZ):
```
116
C39H50BBr2NO21S2 wB97M-V/def2-TZVPD
C -1.65 -0.43 2.26
C -1.01 -1.19 1.09
C -1.11 -0.33 -0.19
C -0.21 0.88 -0.18
C 1.22 0.36 -0.13
C 1.57 -0.50 1.16
N 0.42 -1.49 1.46
O 0.55 -2.32 2.29
C 1.67 0.50 2.31
C 2.93 -1.11 0.81
C -1.70 -2.52 0.71
H -1.64 -1.17 3.06
H -2.67 -0.11 2.06
H -1.17 0.49 2.58
H -2.14 0.02 -0.16
H -1.08 -0.94 -1.09
H -0.55 1.62 0.54
H -0.31 1.40 -1.14
H 1.84 1.25 -0.12
H 1.48 -0.20 -1.03
H 1.85 -0.03 3.25
H 0.89 1.26 2.40
H 2.63 1.02 2.36
H 2.82 -1.84 0.01
H 3.39 -1.56 1.69
H 3.59 -0.35 0.40
H -2.69 -2.34 0.31
H -1.64 -3.34 1.42
H -1.21 -2.92 -0.18
O 1.89 -3.47 -4.29
C 2.44 -3.94 -3.34
O 2.28 -3.62 -2.05
B 2.90 -4.64 -1.18
O 3.19 -5.80 -2.04
C 3.10 -5.35 -3.32
O 3.45 -5.94 -4.30
O 1.95 -5.03 -0.12
C 2.47 -4.78 1.08
O 1.87 -4.94 2.11
C 3.86 -4.26 0.86
O 4.07 -4.15 -0.43
O 4.62 -3.97 1.75
Br -2.93 3.69 5.77
C -3.14 1.95 6.60
C -4.41 1.18 6.29
Br -4.12 0.42 4.46
H -3.16 2.05 7.69
H -2.27 1.36 6.34
H -5.28 1.80 6.12
H -4.59 0.39 7.02
O 4.98 1.91 2.01
S 5.76 1.43 3.11
O 5.55 1.60 4.51
O 6.17 -0.12 2.78
C 6.51 -1.01 3.86
C 5.44 -1.39 4.87
C 7.41 2.13 2.91
H 7.50 -0.72 4.23
H 6.88 -1.85 3.26
H 5.40 -0.54 5.55
H 5.72 -2.33 5.34
H 4.41 -1.39 4.52
H 7.58 2.90 3.65
H 7.52 2.46 1.87
H 8.08 1.28 3.04
O -2.44 0.91 -2.90
S -2.34 0.24 -4.16
O -1.36 -0.76 -4.44
O -3.81 -0.50 -4.37
C -4.94 0.10 -3.80
C -6.23 -0.67 -4.05
C -2.24 1.39 -5.56
H -5.03 1.12 -4.18
H -4.98 0.21 -2.71
H -6.20 -1.55 -3.42
H -6.30 -0.84 -5.12
H -7.12 -0.13 -3.70
H -2.45 2.33 -5.05
H -3.00 1.24 -6.32
H -1.27 1.42 -6.02
C -4.45 -4.24 -3.45
C -4.41 -4.34 -4.79
C -3.07 -4.54 -5.41
O -2.81 -4.65 -6.58
C -1.94 -4.38 -4.46
C -2.04 -4.23 -3.15
C -3.36 -4.35 -2.50
O -3.63 -4.34 -1.31
H -5.46 -4.19 -3.07
H -5.30 -4.28 -5.39
H -0.99 -4.19 -4.96
H -1.20 -3.98 -2.51
C -3.24 4.79 1.98
C -4.30 5.34 1.37
C -5.31 4.49 0.67
O -6.33 4.95 0.20
C -4.87 3.11 0.32
C -3.81 2.59 0.92
C -2.97 3.31 1.87
O -1.98 2.81 2.38
H -2.66 5.25 2.77
H -4.50 6.38 1.60
H -5.53 2.64 -0.40
H -3.62 1.52 0.85
C 3.54 4.39 -0.39
C 4.53 4.63 -1.26
C 4.21 5.23 -2.58
O 5.09 5.52 -3.38
C 2.83 5.55 -2.82
C 1.87 5.18 -1.96
C 2.12 4.38 -0.71
O 1.24 4.00 0.04
H 3.87 3.94 0.54
H 5.57 4.47 -1.00
H 2.58 5.93 -3.80
H 0.85 5.38 -2.26
```

Löwdin population analysis, charges in e, atoms 1 to 6:
1. C -0.04
2. C -0.41
3. C -0.15
4. C -0.17
5. C -0.11
6. C -0.36

=====

ORCA calculation (wB97M-V/def2-TZVPD) on C35H49AsBEuN9O6SSi as an isolated structure in a non-equilibrium geometry.

Results
* ΔE to the lowest compared entry with this formula, charge and spin: 0.00 kcal per mole
* 2S+1: 8
* expectation value of S²: 15.76
* LUMO energy (alpha / beta): 4.279 / 4.278 eV
* Kohn-Sham gap (alpha / beta): 4.899 / 5.895 eV
* net charge: -2
* maximum force: 2.75 eV Å⁻¹

Structure (XYZ):
```
104
C35H49AsBEuN9O6SSi wB97M-V/def2-TZVPD
Eu -0.13 -0.09 -0.07
O -2.73 1.97 2.01
As -3.49 0.80 0.92
O -4.79 0.23 1.74
O -2.41 -0.32 0.32
C -4.11 1.87 -0.58
C -5.47 2.11 -0.69
C -5.98 2.74 -1.81
C -5.14 3.12 -2.84
C -3.77 2.89 -2.75
C -3.26 2.27 -1.61
S -1.50 1.95 -1.58
O -0.92 2.93 -2.46
O -1.05 2.08 -0.18
O -1.35 0.56 -2.03
H -1.96 2.32 1.54
H -6.11 1.76 0.12
H -7.05 2.93 -1.89
H -5.54 3.60 -3.72
H -3.09 3.18 -3.53
N -3.14 -2.49 -1.66
C -2.47 -2.97 -2.87
C -1.01 -2.54 -2.95
N -0.36 -2.57 -1.64
H -4.12 -2.30 -1.83
H -2.73 -1.63 -1.30
H -2.96 -2.65 -3.80
H -2.51 -4.07 -2.85
H -0.94 -1.52 -3.33
H -0.51 -3.19 -3.68
H 0.65 -2.64 -1.74
H -0.67 -3.38 -1.11
C -3.79 -3.45 4.61
C -3.84 -2.58 3.35
N -2.53 -2.15 2.89
C -1.94 -2.91 1.80
C -1.27 -4.20 2.26
C -1.99 -0.97 3.28
C -2.74 -0.19 4.35
N -0.90 -0.53 2.76
H -4.80 -3.64 4.98
H -3.22 -2.96 5.40
H -3.32 -4.41 4.41
H -4.48 -1.71 3.49
H -4.28 -3.16 2.54
H -1.20 -2.29 1.31
H -2.71 -3.11 1.05
H -0.65 -4.01 3.14
H -0.63 -4.58 1.47
H -2.00 -4.97 2.52
H -3.59 0.31 3.88
H -2.08 0.57 4.76
H -3.10 -0.83 5.15
H -0.67 0.38 3.16
C 2.65 2.31 -6.08
C 3.79 1.98 -5.36
C 3.68 1.37 -4.12
C 2.44 1.05 -3.55
C 1.31 1.39 -4.29
C 1.40 2.01 -5.54
Si 2.24 0.10 -1.86
C 3.90 0.69 -1.03
C 3.85 1.86 -0.26
C 4.98 2.37 0.38
C 6.20 1.71 0.26
C 6.27 0.55 -0.49
C 5.14 0.05 -1.13
C 2.79 -1.64 -2.54
C 3.31 -2.62 -1.68
C 3.56 -3.92 -2.10
C 3.28 -4.29 -3.41
C 2.76 -3.35 -4.29
C 2.52 -2.05 -3.85
H 2.72 2.79 -7.04
H 4.77 2.20 -5.77
H 4.59 1.12 -3.57
H 0.32 1.18 -3.89
H 0.50 2.28 -6.08
H 2.91 2.38 -0.14
H 4.91 3.27 0.98
H 7.08 2.09 0.76
H 7.22 0.02 -0.59
H 5.22 -0.85 -1.73
H 3.51 -2.36 -0.65
H 3.96 -4.65 -1.41
H 3.46 -5.31 -3.75
H 2.54 -3.62 -5.31
H 2.12 -1.33 -4.56
N 1.12 -1.65 4.13
C 2.35 -2.06 3.81
N 3.32 -2.01 4.77
N 2.68 -2.58 2.65
C 1.85 -2.37 1.65
N 1.18 -2.22 0.72
H 1.03 -0.94 4.84
H 0.44 -1.54 3.37
H 3.21 -1.29 5.46
H 4.25 -2.14 4.41
B 2.30 1.77 4.14
C 1.77 1.34 2.70
N 1.35 1.01 1.67
H 2.62 2.94 4.14
H 1.40 1.57 4.94
H 3.27 1.06 4.41
```

Löwdin population analysis, charges in e, atoms 1 to 6:
1. Eu 1.29
2. O -0.26
3. As 0.87
4. O -0.48
5. O -0.59
6. C -0.22